(1)
{
  "formula": "C10H16O5",
  "method": "ωB97M-V/def2-TZVPD",
  "elements": ["C", "O", "C", "C", "C", "C", "C", "C", "O", "O", "C", "C", "C", "O", "O", "H", "H", "H", "H", "H", "H", "H", "H", "H", "H", "H", "H", "H", "H", "H", "H"],
  "positions_angstrom": [[2.008, -2.136, 1.401], [0.844, -2.457, 0.675], [0.820, -1.903, -0.621], [-0.615, -1.809, -1.098], [-1.540, -0.830, -0.345], [-0.904, 0.092, 0.690], [-1.944, 0.872, 1.496], [-1.099, 1.995, 2.033], [-1.058, 2.482, 3.115], [-0.267, 2.383, 1.021], [0.002, 1.250, 0.167], [-0.191, 1.679, -1.285], [0.978, 2.469, -1.845], [0.926, 3.618, -2.154], [2.128, 1.765, -2.022], [2.139, -1.049, 1.480], [2.904, -2.566, 0.939], [1.894, -2.554, 2.398], [1.391, -2.538, -1.311], [1.316, -0.919, -0.614], [-0.597, -1.572, -2.165], [-1.025, -2.818, -1.026], [-2.072, -0.200, -1.062], [-2.310, -1.407, 0.170], [-0.306, -0.472, 1.408], [-2.701, 1.294, 0.827], [-2.432, 0.304, 2.281], [1.055, 1.008, 0.345], [-1.062, 2.329, -1.359], [-0.346, 0.803, -1.919], [2.063, 0.890, -1.620]],
  "atomic_forces_ev_per_a": [[0.09, -0.11, -0.03], [-0.12, 0.10, 0.10], [0.06, -0.05, -0.06], [0.02, -0.04, -0.09], [0.07, -0.05, 0.07], [-0.04, 0.36, 0.04], [0.07, -0.16, -0.01], [-0.08, 0.00, -0.22], [-0.23, 0.27, 0.19], [0.42, -0.27, 0.11], [0.00, 0.13, -0.06], [-0.07, 0.05, 0.01], [-0.06, -0.14, 0.10], [0.01, 0.12, -0.12], [0.07, 0.05, 0.13], [0.01, -0.02, 0.01], [0.00, 0.03, -0.02], [0.00, 0.01, 0.01], [0.05, 0.03, 0.01], [-0.08, -0.03, 0.03], [0.04, 0.03, 0.02], [-0.03, 0.02, -0.04], [-0.08, -0.07, -0.01], [0.02, 0.04, 0.04], [-0.05, -0.16, -0.15], [-0.02, 0.03, 0.08], [0.04, -0.01, 0.03], [-0.04, -0.06, -0.04], [-0.07, -0.11, -0.01], [0.05, 0.03, -0.01], [-0.05, -0.01, -0.10]],
  "relative_energy_ev": 0.029,
  "smiles": "COCCC[C@@H]1CC(=O)O[C@@H]1CC(=O)O",
  "spin_multiplicity": 1,
  "homo_lumo_gap_ha": 0.400
}

(2)
{
  "formula": "C18H40N2O4PRuS6",
  "method": "ωB97M-V/def2-TZVPD",
  "elements": ["Ru", "C", "N", "C", "C", "C", "N", "C", "C", "H", "H", "H", "H", "H", "H", "H", "H", "H", "H", "H", "H", "H", "H", "H", "H", "C", "S", "C", "O", "H", "H", "H", "H", "H", "H", "C", "C", "O", "P", "O", "C", "C", "O", "C", "C", "H", "H", "H", "H", "H", "H", "H", "H", "H", "H", "H", "H", "H", "H", "H", "C", "S", "C", "C", "S", "S", "C", "S", "S", "H", "H", "H"],
  "positions_angstrom": [[0.151, -0.158, 0.937], [0.186, -1.866, 3.432], [0.396, -0.466, 3.050], [-0.603, 0.351, 3.752], [1.764, -0.034, 3.410], [2.808, -0.653, 2.475], [2.554, -0.234, 1.086], [3.239, 1.010, 0.750], [2.861, -1.274, 0.109], [0.454, -2.020, 4.482], [0.794, -2.532, 2.821], [-0.864, -2.134, 3.303], [-0.606, 0.137, 4.825], [-1.598, 0.127, 3.351], [-0.393, 1.414, 3.623], [1.989, -0.304, 4.449], [1.810, 1.056, 3.321], [2.782, -1.743, 2.533], [3.809, -0.338, 2.795], [4.317, 0.850, 0.638], [3.081, 1.753, 1.530], [2.856, 1.403, -0.194], [3.883, -1.654, 0.231], [2.775, -0.857, -0.896], [2.159, -2.108, 0.219], [-2.442, -3.832, -0.397], [-1.237, -3.469, 0.909], [-0.131, -4.890, 0.619], [-0.450, -2.256, 0.385], [-1.958, -4.011, -1.353], [-3.121, -2.987, -0.469], [-3.000, -4.714, -0.094], [-0.605, -5.754, 1.075], [0.825, -4.721, 1.104], [0.019, -5.079, -0.438], [-0.008, -2.216, -4.290], [-0.050, -1.960, -2.793], [0.058, -0.543, -2.567], [-0.406, 0.256, -1.279], [-0.233, 1.761, -1.764], [0.388, 2.191, -3.001], [1.889, 2.000, -2.992], [-1.989, 0.058, -1.070], [-3.036, 0.587, -1.922], [-3.142, -0.117, -3.259], [-0.009, -3.287, -4.473], [0.894, -1.796, -4.725], [-0.871, -1.778, -4.783], [0.789, -2.456, -2.293], [-0.990, -2.310, -2.361], [0.136, 3.251, -3.077], [-0.063, 1.651, -3.832], [2.339, 2.545, -2.166], [2.292, 2.394, -3.922], [2.139, 0.942, -2.929], [-2.859, 1.656, -2.080], [-3.947, 0.446, -1.332], [-2.316, 0.154, -3.913], [-4.070, 0.176, -3.743], [-3.164, -1.194, -3.122], [1.118, 5.264, 1.948], [-0.358, 5.766, 1.040], [-1.431, 4.400, 1.052], [-1.201, 3.038, 1.130], [0.318, 2.265, 1.218], [-2.635, 2.030, 1.109], [-3.801, 3.308, 0.874], [-5.416, 3.014, 0.713], [-3.100, 4.896, 0.852], [1.681, 6.186, 2.087], [1.712, 4.554, 1.382], [0.839, 4.854, 2.913]],
  "atomic_forces_ev_per_a": [[0.54, -0.53, 0.09], [-0.06, -0.62, 0.10], [0.01, 0.26, 0.02], [-0.44, 0.35, 0.56], [0.78, 0.05, -0.10], [-0.13, 0.03, 0.50], [-1.15, 0.00, -0.09], [0.30, 0.44, -0.21], [0.26, -0.45, -0.28], [-0.04, 0.07, -0.05], [0.01, 0.03, 0.04], [0.07, 0.07, 0.03], [0.03, -0.08, -0.04], [0.11, 0.01, 0.12], [0.00, -0.20, -0.01], [-0.10, 0.06, -0.07], [-0.07, -0.14, 0.10], [0.01, 0.10, -0.05], [-0.09, -0.07, -0.05], [-0.07, -0.07, 0.09], [0.01, 0.00, 0.01], [0.02, -0.05, 0.10], [-0.06, 0.06, 0.01], [-0.04, -0.07, 0.02], [0.13, 0.03, -0.04], [0.16, 0.21, 0.32], [-0.15, -1.07, -0.68], [-0.25, 0.34, 0.17], [0.71, 1.55, 0.09], [0.19, -0.02, 0.08], [-0.04, 0.09, 0.09], [-0.04, -0.12, 0.12], [-0.15, -0.12, 0.12], [-0.01, 0.17, 0.16], [-0.08, 0.19, -0.19], [-0.02, 0.24, 0.37], [0.01, -0.83, -0.40], [0.10, 0.71, 0.85], [-1.41, 0.89, -1.71], [-0.06, -0.98, 0.67], [0.36, 0.33, -0.64], [-0.34, 0.03, 0.13], [1.27, -0.30, 0.00], [-0.55, 0.20, -0.47], [0.14, 0.08, 0.27], [-0.01, -0.12, -0.02], [0.10, 0.01, -0.04], [-0.07, 0.01, -0.05], [-0.14, 0.12, 0.02], [0.09, 0.05, 0.00], [-0.07, -0.19, 0.01], [-0.08, 0.06, 0.04], [0.09, 0.06, 0.04], [0.10, 0.01, -0.07], [0.12, -0.05, -0.02], [-0.02, -0.08, 0.20], [0.14, 0.11, -0.09], [0.05, -0.05, -0.08], [-0.05, 0.06, -0.04], [-0.02, -0.19, -0.04], [0.00, -0.18, -0.02], [-0.20, -0.40, -0.08], [-0.33, 1.31, -0.14], [-1.49, -1.16, 0.06], [0.71, -1.03, -0.12], [0.56, 1.21, 0.10], [-0.85, -0.19, -0.11], [0.96, 0.15, 0.09], [0.51, -0.58, 0.16], [-0.06, 0.02, 0.00], [0.07, 0.12, -0.03], [0.02, 0.06, 0.09]],
  "relative_energy_ev": 0.800,
  "s_squared": 6.0671,
  "spin_multiplicity": 5,
  "homo_lumo_gap_ha": [0.243, 0.186],
  "charge": 3
}

(3)
{
  "formula": "CH4NO3",
  "method": "ωB97M-V/def2-TZVPD",
  "elements": ["C", "N", "O", "O", "O", "H", "H", "H", "H"],
  "positions_angstrom": [[0.207, -0.738, -0.517], [0.038, 0.733, -0.294], [0.529, 1.666, -0.722], [-1.185, 1.003, 0.688], [-1.346, 2.300, 0.826], [-0.581, -1.400, -0.105], [1.204, -0.939, -0.203], [0.150, -0.873, -1.574], [-1.239, 2.508, 1.754]],
  "atomic_forces_ev_per_a": [[-0.78, 0.03, -0.39], [-2.81, 0.83, 2.23], [0.49, -0.65, -0.28], [1.60, -2.68, -1.09], [-0.35, 1.59, -1.48], [0.43, 1.11, 0.49], [0.79, -0.31, 0.50], [0.16, 0.16, -1.01], [0.46, -0.08, 1.02]],
  "relative_energy_ev": 4.278,
  "smiles": "C[N+](=O)OO",
  "spin_multiplicity": 1,
  "homo_lumo_gap_ha": [0.347, 0.347],
  "charge": 1
}

(4)
{
  "formula": "C2H6IMnO",
  "method": "ωB97M-V/def2-TZVPD",
  "elements": ["Mn", "I", "C", "C", "O", "H", "H", "H", "H", "H", "H"],
  "positions_angstrom": [[-11.608, -25.883, -20.913], [-13.677, -24.627, -22.424], [-16.605, -25.725, -27.002], [-15.437, -25.285, -26.222], [-15.649, -24.050, -25.587], [-16.429, -26.597, -27.632], [-16.965, -24.892, -27.606], [-17.454, -25.903, -26.342], [-14.521, -25.315, -26.813], [-15.181, -26.021, -25.459], [-15.013, -24.008, -24.869]],
  "atomic_forces_ev_per_a": [[-0.89, 0.54, -0.66], [0.89, -0.54, 0.66], [-1.47, 0.49, -0.31], [1.54, -0.99, 0.82], [-0.23, 0.36, -0.24], [0.10, 0.08, 0.10], [0.20, -0.02, -0.43], [0.03, -0.36, 0.13], [0.10, 0.58, -0.55], [-0.30, -0.36, 0.31], [0.03, 0.21, 0.16]],
  "s_squared": 12.0020,
  "spin_multiplicity": 7,
  "homo_lumo_gap_ha": [0.287, 0.280]
}

(5)
{
  "formula": "C9H19NO3",
  "method": "ωB97M-V/def2-TZVPD",
  "elements": ["C", "C", "C", "C", "C", "C", "C", "C", "C", "H", "H", "H", "H", "H", "H", "H", "H", "H", "H", "H", "H", "H", "H", "H", "H", "H", "H", "H", "N", "O", "O", "O"],
  "positions_angstrom": [[-2.810, -0.813, 0.910], [-2.371, -1.568, -0.375], [-1.500, -0.575, -1.198], [0.699, -1.427, -1.077], [1.548, -1.689, 0.163], [1.715, -0.555, 1.019], [1.746, 0.748, 0.227], [0.322, 1.053, -0.587], [-0.303, 2.062, 0.376], [-2.905, 0.260, 1.065], [-2.070, -0.725, 1.553], [-3.555, -1.478, 1.236], [-2.138, -2.588, -0.085], [-2.994, -1.765, -1.227], [-2.157, 0.402, -1.138], [-1.021, -0.791, -2.083], [0.235, -2.334, -1.180], [1.453, -1.297, -2.013], [0.757, -2.327, 0.693], [2.563, -2.071, -0.086], [2.617, -0.712, 1.598], [-0.168, -0.365, 1.238], [2.205, 1.515, 0.833], [3.607, 0.202, -0.637], [0.166, 1.850, -1.558], [0.434, 2.907, 0.331], [-0.616, 1.645, 1.395], [-1.632, 4.252, -0.009], [-0.066, -0.273, -0.709], [0.566, -0.548, 1.951], [2.613, 0.727, -0.808], [-1.754, 2.560, -0.107]],
  "atomic_forces_ev_per_a": [[-2.11, -0.76, -3.25], [1.25, 2.37, -0.88], [0.83, 2.53, 2.83], [5.79, 3.15, -0.94], [-0.57, -3.18, -1.30], [-1.85, 1.65, 1.92], [-0.18, 1.35, -0.17], [1.80, 2.39, 0.76], [-3.52, -0.04, 0.69], [-1.81, 0.50, -1.80], [4.15, -1.64, 3.36], [-1.40, 0.09, 1.52], [1.28, -0.01, 0.03], [-2.05, 0.13, 0.32], [1.61, -1.75, -0.73], [-1.69, -1.19, -3.44], [-2.28, -1.43, -0.88], [-1.95, 0.05, 1.61], [2.32, -0.11, 0.04], [-1.00, -0.76, 0.20], [0.17, 0.58, 0.42], [1.59, -0.70, 1.82], [-1.27, 0.87, 1.10], [-4.41, 2.27, -0.26], [1.58, -2.50, 1.41], [-1.05, -0.73, 0.58], [1.15, 0.88, -1.12], [-0.41, -5.08, -0.30], [-5.42, -1.29, 0.62], [-0.44, 1.17, -2.01], [6.69, -3.01, -2.80], [3.20, 4.19, 0.66]],
  "relative_energy_ev": 11.484,
  "spin_multiplicity": 1,
  "homo_lumo_gap_ha": 0.257
}

(6)
{
  "formula": "C19H42N3O",
  "method": "ωB97M-V/def2-TZVPD",
  "elements": ["C", "C", "C", "N", "C", "C", "O", "C", "C", "H", "H", "H", "H", "H", "H", "H", "H", "H", "H", "H", "H", "C", "C", "N", "C", "C", "C", "C", "H", "H", "H", "H", "H", "H", "H", "H", "H", "H", "H", "H", "H", "H", "H", "C", "C", "N", "C", "C", "C", "C", "H", "H", "H", "H", "H", "H", "H", "H", "H", "H", "H", "H", "H", "H", "H"],
  "positions_angstrom": [[-1.205, -2.557, -3.526], [-0.516, -3.416, -3.032], [0.564, -4.188, -2.366], [1.608, -4.703, -3.198], [2.069, -3.786, -4.189], [2.624, -2.436, -3.723], [3.784, -2.570, -2.909], [3.603, -2.142, -1.589], [3.786, -0.628, -1.425], [-1.952, -2.091, -4.124], [0.070, -5.033, -1.874], [0.908, -3.541, -1.527], [1.316, -3.540, -4.971], [2.894, -4.271, -4.722], [1.855, -1.855, -3.209], [2.905, -1.851, -4.609], [4.304, -2.699, -0.968], [2.604, -2.415, -1.244], [4.757, -0.366, -1.012], [3.035, -0.254, -0.727], [3.617, -0.117, -2.367], [0.745, 5.141, 1.869], [1.173, 4.017, 2.801], [1.027, 2.705, 2.204], [1.133, 1.619, 3.163], [2.476, 1.420, 3.877], [1.709, 2.504, 0.938], [3.223, 2.742, 0.885], [-0.263, 4.967, 1.491], [0.749, 6.090, 2.408], [1.418, 5.247, 1.018], [0.535, 4.046, 3.689], [2.199, 4.216, 3.149], [0.858, 0.687, 2.662], [0.362, 1.777, 3.924], [3.233, 1.001, 3.215], [2.349, 0.718, 4.704], [2.860, 2.352, 4.295], [1.237, 3.154, 0.196], [1.496, 1.488, 0.598], [3.514, 3.682, 1.357], [3.540, 2.789, -0.158], [3.782, 1.934, 1.355], [-5.297, -2.107, 1.305], [-4.418, -0.872, 1.442], [-3.207, -0.952, 0.655], [-2.216, 0.045, 1.008], [-2.548, 1.523, 0.767], [-3.393, -1.205, -0.766], [-4.286, -0.235, -1.553], [-4.724, -3.012, 1.512], [-6.124, -2.054, 2.015], [-5.727, -2.195, 0.307], [-4.122, -0.776, 2.491], [-5.023, 0.021, 1.209], [-1.285, -0.197, 0.490], [-1.997, -0.081, 2.075], [-2.513, 1.780, -0.291], [-1.806, 2.146, 1.276], [-3.531, 1.794, 1.157], [-3.805, -2.210, -0.876], [-2.413, -1.255, -1.242], [-5.226, -0.027, -1.037], [-4.536, -0.679, -2.519], [-3.790, 0.714, -1.754]],
  "atomic_forces_ev_per_a": [[-0.68, -0.33, -0.59], [0.59, 0.51, 0.51], [0.12, -0.59, -0.34], [-0.13, 0.00, -0.02], [0.10, -0.38, 0.39], [-0.03, 0.15, -0.45], [0.21, 0.01, 0.04], [-0.19, -0.01, -0.10], [-0.32, -0.12, 0.48], [0.08, 0.25, 0.10], [0.03, -0.07, 0.15], [-0.13, 0.28, 0.11], [-0.10, 0.25, -0.10], [0.05, -0.07, -0.10], [-0.10, 0.01, 0.22], [0.05, 0.03, -0.04], [0.17, 0.01, 0.05], [-0.09, -0.10, 0.00], [0.22, 0.08, -0.19], [-0.01, 0.13, 0.11], [0.11, 0.03, -0.18], [0.01, 0.04, 0.01], [0.04, 0.11, -0.06], [-0.08, -0.16, 0.11], [-0.06, -0.10, 0.13], [-0.01, -0.08, 0.02], [0.02, 0.09, -0.24], [0.01, -0.06, -0.06], [0.00, -0.04, -0.02], [0.01, 0.00, 0.00], [-0.01, -0.01, -0.01], [0.02, -0.08, 0.03], [-0.01, 0.03, 0.01], [0.02, 0.04, -0.09], [0.00, 0.09, -0.02], [0.02, 0.04, -0.02], [-0.01, 0.00, 0.00], [-0.01, 0.02, -0.01], [-0.01, 0.02, 0.03], [-0.02, -0.03, 0.08], [-0.05, 0.01, 0.02], [0.01, -0.02, 0.00], [0.03, 0.04, 0.04], [-0.06, 0.01, 0.02], [-0.08, -0.02, -0.01], [0.04, 0.04, 0.00], [0.17, 0.06, 0.15], [0.09, 0.07, -0.01], [-0.05, -0.11, -0.16], [0.04, 0.00, -0.02], [0.03, 0.00, -0.03], [0.00, 0.01, 0.00], [0.01, -0.01, -0.01], [0.06, 0.06, -0.01], [-0.03, -0.01, 0.03], [-0.04, -0.05, -0.08], [-0.06, -0.02, 0.01], [-0.06, -0.02, -0.03], [0.02, -0.02, -0.01], [-0.02, -0.03, 0.00], [0.00, 0.00, 0.03], [0.05, 0.00, 0.08], [0.00, -0.01, 0.01], [0.02, -0.01, 0.00], [-0.02, 0.04, 0.06]],
  "spin_multiplicity": 1,
  "homo_lumo_gap_ha": 0.154,
  "charge": -1
}

Summary of strongest force on any atom in eV/A
0.51; 2.39; 3.68; 2.01; 7.85; 0.96
(order as listed above)